The following is a quantum chemistry calculation of a cluster of 2 separate species, C7H20N2O in total, from OMol25.

Computed properties:
SMILES = CCC(N)(N)O.CCCC
E = -463.44565 Ha
HOMO = -9.129 eV
Orbital gap = 10.066 eV

Geometry (Å):
C (2.07055, 0.33922, -0.43773)
C (-2.51023, -0.47011, -0.08899)
C (-2.44889, -1.47891, -1.23071)
N (1.83920, 1.49128, 0.36144)
N (3.46694, 0.06384, -0.58580)
O (1.47946, 0.56887, -1.67691)
H (2.04924, 0.16099, -2.34736)
H (0.90802, 1.86305, 0.21924)
H (2.02156, 1.33968, 1.34266)
H (3.71313, -0.51636, 0.23211)
H (3.94493, 0.85274, -1.00936)
H (-1.95394, -0.85742, 0.76923)
H (-3.54830, -0.34067, 0.23086)
H (-1.42038, -1.62593, -1.55624)
H (-3.02314, -1.12495, -2.08588)
H (-2.85309, -2.44163, -0.92143)
C (-1.93318, 0.88516, -0.49465)
C (1.41553, -1.10021, 0.20427)
C (-1.90746, 1.87125, 0.66887)
C (1.38679, -1.17632, 1.72664)
H (-0.92201, 0.73907, -0.88087)
H (-2.53113, 1.30141, -1.30941)
H (1.94839, -1.95778, -0.21186)
H (0.39023, -1.14597, -0.17537)
H (2.39216, -1.10755, 2.14435)
H (-2.91435, 2.05231, 1.04338)
H (-1.31228, 1.47906, 1.49416)
H (-1.48684, 2.82785, 0.36060)
H (0.78850, -0.37214, 2.15615)
H (0.95058, -2.11982, 2.05861)

Atoms 1-3, force components in eV/Å:
C -0.5 -2.9 1.0
C 0.1 0.1 -0.3
C -0.1 0.1 0.2


The following is a quantum chemistry calculation of a cluster of 2 separate species, C7H20N2Si in total, from OMol25.

Computed properties:
E = -676.94300 Ha
Total charge = +2
HOMO = -16.124 eV
Orbital gap = 8.923 eV

Geometry (Å):
C (-3.05393, 0.38596, -2.13760)
C (-3.20078, 0.66819, -0.82091)
C (2.11384, 0.29594, 1.46232)
C (-0.09765, 2.01810, 0.65380)
C (1.18084, -1.60393, 0.32953)
C (1.34847, -0.13644, 0.31226)
C (-0.02861, 0.60674, 0.05279)
N (2.46946, -2.32378, 0.45261)
N (-0.17673, 0.72061, -1.51956)
Si (-2.51335, -0.29061, 0.63763)
H (-3.36992, 1.07901, -2.83995)
H (-2.71423, -0.64643, -2.44573)
H (-3.81754, 1.57434, -0.51037)
H (2.87465, -0.38678, 1.89929)
H (2.72655, 1.19296, 1.33596)
H (1.54513, 0.56122, 2.45155)
H (-1.04906, 2.25923, 0.24352)
H (-0.15013, 2.07359, 1.72999)
H (0.71396, 2.64708, 0.28337)
H (0.58786, -1.80292, -0.51222)
H (0.68450, -1.93164, 1.26521)
H (2.02671, 0.06698, -0.49729)
H (3.02064, -2.28930, 1.37074)
H (3.21713, -2.29645, -0.30462)
H (2.29545, -3.33193, 0.43615)
H (0.71537, 0.48781, -1.84140)
H (-0.59042, 1.69206, -1.86159)
H (-1.08427, 0.20601, -1.82277)
H (-2.44298, -1.71706, 0.36210)
H (-3.23096, 0.22143, 1.83519)

Atoms 1-3, force components in eV/Å:
C 0.3 -2.1 2.4
C -0.6 0.5 0.1
C 1.0 2.1 5.3


The following is a quantum chemistry calculation of a structure of composition C7H20O9V, from OMol25.

Computed properties:
E = -1899.85059 Ha
Total charge = -2
2S+1 = 2
HOMO (alpha / beta) = 1.221 / 0.870 eV
Orbital gap (alpha / beta) = 3.682 / 4.032 eV

Geometry (Å):
O (0.84033, 1.51754, -0.23596)
V (1.95206, 0.47887, 0.20947)
O (2.24634, 0.82402, 1.76478)
C (2.77240, -1.51926, -1.39652)
O (2.82815, -2.54358, -2.02701)
O (3.31937, -1.36965, -0.31605)
O (1.89200, -0.76285, -1.68939)
O (3.88264, 1.62890, -0.48238)
H (4.18343, 1.47802, -1.37847)
H (4.40305, 2.37171, -0.17641)
O (4.14768, 2.33045, 3.03504)
H (3.36213, 1.78472, 3.07137)
H (4.61673, 2.13013, 3.84504)
C (-4.12856, 1.77433, -2.70979)
C (-2.80279, 1.01293, -2.85062)
C (-1.83787, 1.29800, -1.64476)
O (-3.06810, -0.44391, -2.94550)
H (-4.50676, 1.72054, -1.68892)
H (-4.80124, 1.42544, -3.49329)
H (-4.03508, 2.85270, -2.83815)
H (-2.28295, 1.11738, -3.80296)
H (-0.98700, 0.61864, -1.69558)
H (-2.34951, 1.08584, -0.70598)
H (-1.51505, 2.33777, -1.69723)
H (-3.23394, -0.61690, -3.87510)
C (-1.67941, -1.80480, 2.03180)
C (-0.31850, -1.23521, 2.15606)
C (0.56943, -2.34436, 2.74922)
O (0.16505, -1.05805, 0.83526)
H (-2.11686, -2.06280, 2.99626)
H (-1.66509, -2.78707, 1.55953)
H (-2.26238, -1.06095, 1.48873)
H (-0.16513, -0.27304, 2.64476)
H (1.62477, -2.13246, 2.92083)
H (0.56222, -3.28183, 2.19316)
H (0.12987, -2.56896, 3.72104)
H (0.25857, -1.92222, 0.42772)

Atoms 1-3, force components in eV/Å:
O -1.9 1.9 -1.7
V 0.9 -2.1 -1.9
O 1.2 -0.2 3.6


The following is a quantum chemistry calculation of a cluster of 3 separate species, C7H21BN3O7P in total, from OMol25.

Computed properties:
SMILES = CN(C)C(=O)C[PH3]CB(O)O.C[N+](=O)[O-].C[N+](=O)[O-]
E = -1336.22058 Ha
HOMO = -8.660 eV
Orbital gap = 8.008 eV

Geometry (Å):
C (-2.77109, 0.72956, -0.76052)
N (-2.14738, -0.61780, -0.65401)
C (-1.33794, -0.98872, -1.84547)
C (-1.44997, -0.83534, 0.61491)
O (-2.15127, -1.23679, 1.58341)
C (0.08745, -0.56826, 0.91655)
P (0.65167, 1.18825, 0.40297)
C (1.04019, 2.95554, -0.26095)
B (1.77306, 2.75449, -1.72102)
O (0.94041, 2.47533, -2.85454)
O (3.20044, 2.84083, -1.77813)
H (-3.43455, 0.71185, -1.69669)
H (-3.50018, 0.87257, 0.11283)
H (-2.04200, 1.59568, -0.85972)
H (-0.22326, -0.78137, -1.76166)
H (-1.46960, -2.10617, -2.01792)
H (-1.70164, -0.40731, -2.76438)
H (0.77255, -1.33721, 0.39863)
H (0.25826, -0.72542, 2.03911)
H (1.06149, 0.65805, -0.87485)
H (1.66203, 1.25702, 1.42188)
H (-0.66502, 1.65514, 0.74050)
H (0.03266, 3.49616, -0.41037)
H (1.67935, 3.57599, 0.44668)
H (0.10664, 2.06023, -2.54592)
H (3.62061, 2.05736, -1.35762)
C (6.50381, 0.14736, 0.49214)
N (5.22772, 0.87392, 0.71868)
O (4.39177, 0.83372, -0.17166)
O (5.10768, 1.45682, 1.77606)
H (6.46985, -0.32321, -0.48804)
H (7.31013, 0.87740, 0.54245)
H (6.59883, -0.60146, 1.27698)
C (-4.48859, -3.28290, 1.75461)
N (-5.85142, -3.78921, 1.44373)
O (-6.42528, -3.30317, 0.48488)
O (-6.29694, -4.65727, 2.17395)
H (-4.22259, -2.51907, 1.02798)
H (-4.51454, -2.86563, 2.75976)
H (-3.80333, -4.12699, 1.69476)

Atoms 1-3, force components in eV/Å:
C -1.5 0.0 -0.3
N 1.8 0.6 0.2
C 0.2 -0.2 -0.8


The following is a quantum chemistry calculation of a cluster of 3 separate species, C7H21BN4O4 in total, from OMol25.

Computed properties:
SMILES = BCOCCOCC.NC(N)=O.NC(N)=O
E = -824.13410 Ha
HOMO = -9.107 eV
Orbital gap = 9.807 eV

Geometry (Å):
B (3.06828, -0.73250, 0.76373)
C (2.35453, 0.22339, -0.23626)
O (1.09265, 0.65153, 0.23898)
C (0.43571, 1.51733, -0.64483)
C (-1.02661, 1.71398, -0.24340)
O (-1.55669, 0.56139, 0.35511)
C (-2.87326, 0.17889, -0.01309)
C (-2.90715, -1.25819, -0.50559)
H (2.77858, -0.71623, 1.91346)
H (3.92345, -1.44771, 0.34894)
H (2.24937, -0.23455, -1.23272)
H (3.02475, 1.09587, -0.38429)
H (0.50363, 1.13426, -1.67337)
H (0.92900, 2.50236, -0.63180)
H (-1.59667, 1.95231, -1.15065)
H (-1.12142, 2.57482, 0.42996)
H (-3.26455, 0.86744, -0.77126)
H (-3.51621, 0.29721, 0.86341)
H (-3.04077, -1.95377, 0.32246)
H (-1.95421, -1.50139, -0.97664)
H (-3.71902, -1.40653, -1.21646)
C (6.28635, -1.35253, 3.58279)
O (5.40954, -1.73653, 2.83394)
N (6.63549, -2.03743, 4.71683)
N (6.99788, -0.20298, 3.35578)
H (7.35241, -1.73577, 5.34773)
H (6.12883, -2.87981, 4.91307)
H (6.76911, 0.32048, 2.53242)
H (7.72129, 0.12888, 3.96376)
C (-5.87547, 0.21770, -2.87640)
O (-5.84989, -0.29822, -1.77481)
N (-4.75092, 0.71426, -3.48082)
N (-7.03011, 0.34045, -3.60131)
H (-4.75257, 1.13424, -4.39022)
H (-3.88412, 0.62091, -2.98514)
H (-7.86973, -0.01358, -3.18343)
H (-7.07147, 0.75997, -4.50988)

Atoms 1-3, force components in eV/Å:
B 0.0 0.0 -0.1
C -0.2 0.0 0.0
O -0.1 0.1 0.1


The following is a quantum chemistry calculation of a cluster of 5 separate species, C7H21NO4 in total, from OMol25.

Computed properties:
SMILES = C/C=C/C/C(C)=C/N.O.O.O.O
E = -634.87651 Ha
HOMO = -7.620 eV
Orbital gap = 7.633 eV

Geometry (Å):
C (1.08380, 0.59042, -2.62591)
C (0.91500, -0.58446, -1.81964)
C (1.65777, -0.89423, -0.68277)
N (2.82132, -0.27850, -0.11861)
C (-0.25442, -1.50528, -2.07353)
C (-1.21557, -1.43009, -0.87272)
C (-1.68294, -0.28925, -0.30543)
C (-2.39450, -0.31859, 1.02567)
H (0.90428, 1.54711, -2.06107)
H (0.35095, 0.57370, -3.45145)
H (1.94698, 0.43138, -3.26011)
H (1.43036, -1.72613, -0.11710)
H (3.47925, 0.18071, -0.81958)
H (2.45825, 0.36582, 0.59172)
H (-0.64635, -1.26455, -3.01558)
H (0.09124, -2.64601, -1.96267)
H (-1.37477, -2.37249, -0.60615)
H (-1.42825, 0.65729, -0.79358)
H (-2.64238, 0.62769, 1.43285)
H (-2.07203, -0.76058, 1.84029)
H (-3.42756, -0.58758, 0.88231)
H (1.56647, 0.49152, 2.99742)
H (1.19516, -0.89744, 3.15505)
O (1.27597, -0.22348, 2.49217)
H (0.32571, 3.47744, 2.77036)
H (-0.90433, 2.79005, 2.50128)
O (-0.01774, 2.77105, 2.12229)
H (-1.43507, -3.58351, 0.97371)
H (-0.25786, -2.56929, 1.34697)
O (-0.52574, -3.52932, 1.27891)
H (-0.01052, 3.53538, 0.30303)
H (-0.97573, 3.44648, -0.62350)
O (-0.23676, 3.97473, -0.50463)

Atoms 1-3, force components in eV/Å:
C -0.9 1.3 -1.7
C 1.5 -2.5 4.3
C -0.1 2.0 -3.6